# 1
Molecular formula: C30H29Cl5NO4PRe
Method: DFT, ωB97M-V with the def2-TZVPD basis set

```
71
Properties=species:S:1:pos:R:3:forces:R:3:lowdin_charge:R:1
Re 0.685700 -0.186400 0.383200 -1.4105 1.9973 -1.6607 1.4310
C 0.567000 -0.383300 3.731300 0.3984 0.3734 0.5584 -0.0483
O 0.060300 -1.027700 2.573100 0.1528 0.1385 -1.3602 -0.3024
C -1.341400 -1.275000 2.626900 -0.7004 -0.0361 -0.3379 -0.1491
C -1.777700 -1.737100 1.235200 0.1218 -0.7696 0.8612 -0.1222
O -1.474100 -0.777700 0.215700 1.0607 -0.0866 0.2353 -0.2740
C -2.497300 0.159500 -0.101600 -0.2472 1.0430 -0.1978 -0.1257
C -2.647600 1.274500 0.944400 0.0717 -0.3430 0.0728 -0.1799
O -1.359400 1.593900 1.437100 -0.2480 -0.2131 -0.1822 -0.2856
C -1.336100 2.798300 2.184800 -0.0912 0.2394 0.1652 -0.0659
H 0.300300 -0.947600 4.628400 -0.0100 -0.0419 -0.1421 0.1151
H 0.182000 0.637100 3.819200 -0.0403 -0.0836 -0.0765 0.0966
H 1.652100 -0.359000 3.636200 -0.0785 0.0001 0.0294 0.0956
H -1.867700 -0.362600 2.932000 0.1489 -0.1102 -0.0092 0.1259
H -1.554000 -2.066000 3.357500 0.0950 0.0785 -0.1476 0.1574
H -2.846100 -1.971000 1.218500 0.1366 0.0872 -0.0286 0.1544
H -1.203800 -2.631800 0.968100 -0.2255 0.1325 0.0157 0.1320
H -3.448800 -0.367700 -0.232900 0.2333 0.0038 -0.0463 0.1506
H -2.174600 0.580900 -1.058300 -0.1423 -0.0831 0.0817 0.1159
H -3.313000 0.958500 1.761500 0.0986 0.0805 -0.0343 0.1380
H -3.095100 2.153300 0.464800 -0.0634 -0.1201 0.0173 0.1218
H -1.785300 3.620500 1.617000 0.0738 -0.0494 -0.0184 0.0900
H -0.294200 3.029800 2.391200 0.0169 0.0142 0.0189 0.0967
H -1.882900 2.688100 3.127200 0.0324 -0.0148 -0.0244 0.1042
Cl 6.471400 -4.331800 0.156900 0.1021 0.0129 0.0201 0.7501
C 4.881800 -3.720400 0.177100 -0.3154 0.5498 0.1359 -0.7005
C 4.660600 -2.347400 0.387300 0.0997 -0.6466 -0.0754 -0.6996
Cl 5.964800 -1.281600 0.655400 0.0494 0.2119 -0.0050 0.7526
C 3.357500 -1.876900 0.399100 -0.5122 -1.4598 -0.4962 -0.5319
Cl 2.990100 -0.208400 0.660500 0.8386 0.4915 0.6724 0.8215
C 2.225600 -2.698600 0.201600 3.2022 -1.2211 -0.1376 -0.4561
O 1.043500 -2.200600 0.217300 -2.5733 2.6811 0.2020 -0.2444
C 2.481500 -4.082500 -0.007100 0.0656 0.7981 0.1605 -0.6091
Cl 1.159500 -5.122100 -0.269700 -0.3575 -0.0409 0.0060 0.7708
C 3.785600 -4.580500 0.000300 -0.0206 0.3205 0.0431 -0.6879
Cl 4.055400 -6.253100 -0.194700 -0.0332 0.0368 -0.0485 0.7598
N 0.669600 1.424300 -0.527800 0.2858 -4.6972 3.1211 -0.3319
P 0.593700 2.486200 -1.728700 0.0755 1.5604 -2.1866 0.9417
C 2.204200 3.221600 -2.124600 -0.3033 -0.4426 0.4481 -0.3054
C 3.333200 2.963600 -1.358300 -0.1211 -0.0116 0.0027 -0.0796
C 4.537200 3.552700 -1.708900 0.1100 0.0048 0.0496 -0.0494
C 4.605000 4.403400 -2.801500 -0.0405 -0.0386 0.0733 -0.0382
C 3.472000 4.666200 -3.557900 -0.0702 -0.0083 -0.0162 -0.0394
C 2.270900 4.065700 -3.229300 -0.1202 -0.0390 -0.0087 -0.0718
C -0.509400 3.879700 -1.356200 0.2893 -0.6800 -0.1150 -0.2915
C -1.886300 3.726200 -1.483200 -0.0474 0.0121 -0.0268 -0.1040
C -2.724200 4.791400 -1.198600 -0.0996 -0.1459 -0.0183 -0.0548
C -2.189300 6.010000 -0.806700 0.0479 -0.0425 0.0027 -0.0377
C -0.816700 6.164400 -0.692400 0.0075 0.0018 0.0770 -0.0396
C 0.028100 5.098100 -0.951800 0.0899 -0.0186 0.0006 -0.0586
C 0.063700 1.566900 -3.204300 -0.0999 0.3005 0.6263 -0.2961
C 0.422700 0.227000 -3.312700 0.0155 -0.0969 0.1248 -0.0867
C 0.125900 -0.470100 -4.469800 0.0311 -0.0359 -0.0015 -0.0474
C -0.542700 0.161400 -5.508600 0.0098 0.0490 0.0656 -0.0379
C -0.907200 1.493400 -5.394900 0.0050 0.1193 -0.0368 -0.0428
C -0.600100 2.205400 -4.246400 -0.0834 0.0298 0.0328 -0.0779
H 3.257700 2.316400 -0.495500 0.1044 0.0122 0.0370 0.0605
H 5.425100 3.357600 -1.127100 0.0534 -0.0262 0.0646 0.1166
H 5.541800 4.869300 -3.063100 0.1053 0.0341 -0.0167 0.1202
H 3.523500 5.341000 -4.398700 0.0080 0.0086 -0.0836 0.1208
H 1.386000 4.249900 -3.822000 -0.0277 0.0950 -0.0981 0.1115
H -2.290200 2.788200 -1.837700 -0.1190 -0.0630 -0.0274 0.1022
H -3.793500 4.673500 -1.293600 -0.0763 0.0161 -0.0433 0.1193
H -2.841500 6.843500 -0.597200 -0.0748 0.0746 0.0005 0.1214
H -0.406800 7.119100 -0.403200 0.0743 0.0752 0.0485 0.1205
H 1.097600 5.215600 -0.859500 0.0725 0.0659 0.0050 0.1133
H 0.918200 -0.274000 -2.485300 0.0366 0.0032 -0.1957 0.0770
H 0.420900 -1.503100 -4.565400 -0.0091 -0.1204 0.0137 0.1175
H -0.787500 -0.384900 -6.405400 0.0050 -0.0707 -0.1014 0.1204
H -1.426300 1.984600 -6.204300 -0.0461 0.0227 -0.0414 0.1204
H -0.894700 3.241500 -4.154800 -0.0168 0.0809 -0.0435 0.1101
```
Positions in Å, forces in eV/Å.

## Properties
Total energy, a.u.: -4236.2880
2S+1: 2
Total charge: +2
HOMO-LUMO gap (spin up / spin down), eV: 5.52 / 5.94
LUMO energy (spin up / spin down), eV: -7.75 / -7.43
ΔE to the lowest compared entry with this formula, charge and spin, kJ/mol: 0.0

=====

# 2
Molecular formula: C30H29ClEuN5O7S
Method: DFT, ωB97M-V with the def2-TZVPD basis set

```
74
Properties=species:S:1:pos:R:3:forces:R:3:lowdin_charge:R:1
Eu 0.187765 0.251128 -1.307168 -1.5311 -0.5979 0.7400 1.8479
C 2.453580 1.887939 1.561175 -0.0158 -0.0248 0.0618 -0.0887
O 1.249019 1.905086 0.825352 -0.0917 0.0737 -0.1367 -0.1774
C 0.553807 3.099175 0.792576 0.1648 -0.1912 0.0282 -0.2338
C 1.075165 4.297217 1.228227 -0.0404 0.2032 0.0098 -0.0402
C 0.290427 5.455894 1.178740 0.0513 -0.1566 -0.0106 -0.1203
C -1.005044 5.372918 0.700210 -0.0701 -0.0313 -0.0402 -0.1182
C -1.530010 4.158727 0.267356 0.0663 0.0778 -0.0038 -0.0251
C -0.758765 2.994152 0.292761 -0.1063 0.1125 0.1289 -0.2320
N -1.187240 1.738509 -0.089154 -0.7820 0.0291 -0.0545 -0.1537
N -2.517872 1.682062 -0.289396 0.3885 -0.1865 0.0931 0.0432
C -3.086445 0.464090 -0.525903 -0.0588 0.3148 0.0732 -0.2041
C -2.501451 -0.809437 -0.342623 0.6171 0.1876 0.2511 -0.3551
O -1.187108 -0.963943 -0.094506 -0.5863 -0.3466 -0.0970 -0.3264
C -3.307664 -1.957256 -0.401866 -0.1786 -0.3717 0.0607 -0.0567
C -4.634903 -1.926815 -0.732291 0.1325 0.0949 -0.0022 -0.0598
C -5.244271 -0.682809 -1.041010 -0.0444 -0.0010 0.0097 -0.1912
C -6.593779 -0.607064 -1.463631 0.0377 -0.0506 0.0085 -0.0645
C -7.177122 0.591153 -1.767826 0.0924 0.1094 0.0033 -0.1140
C -6.418498 1.776270 -1.655463 -0.0777 -0.0632 -0.0013 -0.0989
C -5.112709 1.729969 -1.244773 0.0716 -0.0298 -0.0105 -0.0266
C -4.482486 0.503937 -0.925724 -0.0479 0.0052 -0.0390 -0.1004
H 3.208323 2.533271 1.111802 0.0199 0.0081 -0.0117 0.0782
H 2.806507 0.861022 1.543562 -0.0071 -0.0077 -0.0128 0.0753
H 2.268766 2.198719 2.593796 0.0090 -0.0053 0.0166 0.1021
H 2.087591 4.349792 1.602702 -0.0024 0.0130 0.0037 0.0972
H 0.702708 6.400235 1.511864 -0.0069 -0.0172 -0.0046 0.0858
H -1.622167 6.263735 0.656075 0.0089 -0.0280 0.0001 0.0901
H -2.539767 4.079379 -0.106351 -0.0095 0.0366 0.0162 0.0901
H -2.816011 -2.900229 -0.178825 -0.0076 0.0347 -0.0132 0.1055
H -5.221307 -2.837731 -0.784174 0.0120 0.0055 0.0052 0.0995
H -7.158939 -1.530295 -1.550489 0.0193 0.0109 0.0106 0.0997
H -8.208052 0.630502 -2.100976 0.0197 0.0115 0.0120 0.0874
H -6.869380 2.729119 -1.907436 0.0088 -0.0128 0.0007 0.0903
H -4.520366 2.631490 -1.176019 -0.0107 -0.0112 -0.0080 0.0972
O 1.226205 -0.968022 0.845233 0.2154 -0.0503 -0.1235 -0.1580
C 2.302562 -1.883191 1.003293 -0.0749 0.1249 0.0034 -0.2452
C 1.937119 -3.303427 0.607541 0.0610 -0.0942 0.0565 -0.1691
C 1.155605 -3.378951 -0.701701 -0.0019 0.0217 -0.0338 -0.1441
C 1.815952 -2.766368 -1.913713 -0.1190 -0.0873 0.0875 -0.2867
C 3.058351 -3.174653 -2.373500 0.0347 -0.0536 -0.1180 -0.0143
C 3.543329 -2.647106 -3.561244 0.0382 -0.0338 0.0521 -0.0522
C 2.766361 -1.748009 -4.271011 -0.0269 -0.0083 -0.0150 -0.0569
C 1.545973 -1.377081 -3.733805 -0.0041 -0.0615 -0.0336 -0.1504
N 1.097519 -1.848139 -2.570162 0.2850 -0.2653 -0.0372 0.0028
H 0.390637 -1.295616 1.210326 -0.1176 -0.0207 -0.0961 0.0890
H 2.667732 -1.859715 2.035203 -0.0109 -0.0251 0.0370 0.1187
H 3.099144 -1.499213 0.366302 -0.0030 -0.0007 -0.0439 0.1053
H 1.323649 -3.757876 1.391736 -0.0082 0.0040 -0.0047 0.1152
H 2.859983 -3.892265 0.563087 -0.0234 0.0120 -0.0287 0.1095
H 0.191405 -2.885285 -0.570749 -0.0175 0.0118 -0.0008 0.0820
H 0.940907 -4.428166 -0.929061 0.0253 -0.0040 0.0081 0.1244
H 3.628115 -3.907031 -1.814456 0.0022 0.0107 -0.0129 0.1132
H 4.518177 -2.942762 -3.930465 -0.0219 0.0075 0.0001 0.1065
H 3.105991 -1.311349 -5.199655 -0.0126 -0.0150 0.0136 0.1106
H 0.893167 -0.661889 -4.228643 0.0510 0.0734 0.0017 0.0946
O 3.786123 2.242859 -1.270983 -0.3116 -0.2197 -0.1514 -0.2803
Cl 2.850087 1.443951 -1.991681 0.3166 0.2007 -0.0336 0.7079
O 2.636263 0.147760 -1.295473 0.5534 0.5740 -0.3924 -0.4461
O 3.284468 1.218863 -3.334792 -0.1123 0.0109 0.3998 -0.2905
O 1.509482 2.056274 -1.990343 1.0897 0.5196 -0.3936 -0.4867
C -1.883640 -3.450146 -3.052698 -0.0232 -0.0018 -0.0172 -0.0277
C -2.404426 -2.137220 -3.564493 0.0264 -0.0596 0.1155 -0.3427
C -3.577086 -2.079393 -4.306832 -0.0161 -0.0464 0.0225 -0.0458
C -4.002106 -0.821330 -4.683014 -0.0489 0.1690 -0.0034 -0.1516
N -3.332688 0.293957 -4.417743 0.0584 -0.1098 0.0063 0.0579
C -2.185018 0.149928 -3.733391 0.0608 0.1029 -0.1323 -0.8577
S -1.184377 1.524167 -3.411008 0.0246 -0.0574 -0.2471 0.5237
N -1.719352 -1.039292 -3.276068 0.0463 0.0956 0.0616 0.0428
H -1.639545 -4.114491 -3.885982 0.0085 0.0164 0.0119 0.0815
H -2.644414 -3.940422 -2.442960 -0.0027 0.0000 -0.0288 0.0743
H -0.995238 -3.290161 -2.450030 -0.0021 0.0229 -0.0013 0.0420
H -4.145958 -2.971520 -4.532872 -0.0036 0.0269 -0.0109 0.1003
H -4.938153 -0.696884 -5.222077 0.0207 0.0147 -0.0048 0.1014
```
Positions in Å, forces in eV/Å.

## Properties
Total energy, a.u.: -3529.6889
2S+1: 8
Total charge: -1
HOMO-LUMO gap (spin up / spin down), eV: 4.85 / 6.25
LUMO energy (spin up / spin down), eV: 2.23 / 2.23
ΔE to the lowest compared entry with this formula, charge and spin, kJ/mol: 13.4

=====

# 3
Molecular formula: C30H29CoN8O
Method: DFT, ωB97M-V with the def2-TZVPD basis set

```
69
Properties=species:S:1:pos:R:3:forces:R:3:lowdin_charge:R:1
Co -0.150937 0.279260 0.006813 -0.0036 -0.2819 0.9100 0.5537
C -1.350827 -2.910846 2.638289 0.0673 -0.0181 0.0600 -0.0468
C -0.687658 -4.042403 2.164172 -0.0421 0.0090 -0.0479 -0.0452
C 0.297194 -3.871019 1.227598 0.0500 -0.0386 0.0598 0.0009
C 0.606458 -2.587860 0.742476 0.0543 0.0727 0.0031 -0.3100
N -0.069170 -1.501620 1.163701 -0.0627 0.0672 -0.2201 0.0798
C -0.999014 -1.689826 2.121296 0.0604 0.0763 0.1275 -0.1399
N 1.669434 -2.546149 -0.132032 -0.0492 -0.1378 -0.0392 0.1732
C 2.061602 -1.486417 -0.741860 -0.0409 0.0663 0.0897 -0.2703
N 1.482040 -0.242862 -0.783876 0.1051 0.0030 -0.2180 0.0682
C 2.297886 0.594373 -1.500038 -0.0377 -0.0775 -0.0323 -0.2755
N 2.174419 1.851432 -1.731455 0.0589 0.1468 0.0546 0.1751
C 1.050683 2.586817 -1.439067 -0.0432 -0.1448 -0.1037 -0.3039
C 1.129560 3.946852 -1.789007 0.0058 0.0567 -0.0170 0.0014
C 0.011498 4.736554 -1.767437 0.0192 -0.0184 -0.0015 -0.0466
C -1.205122 4.144601 -1.426989 0.0055 0.0290 -0.0508 -0.0511
C -1.202020 2.830252 -1.039513 -0.0342 -0.0301 -0.0785 -0.1315
N -0.095653 2.057879 -0.965222 0.0418 -0.0871 0.0334 0.0686
C 3.466011 -0.170268 -1.990884 -0.0883 0.0147 -0.0495 -0.1050
C 4.543447 0.203596 -2.767886 0.0138 0.0278 0.0350 0.0005
C 5.505386 -0.767965 -3.025546 -0.0190 0.0097 0.0067 -0.0588
C 5.382627 -2.057420 -2.509617 -0.0166 -0.0053 -0.0242 -0.0597
C 4.276692 -2.428032 -1.751615 -0.0365 -0.0563 -0.0154 -0.0003
C 3.318111 -1.461780 -1.522224 0.0597 0.0559 0.1138 -0.1046
H -2.109494 -2.976373 3.404947 -0.0007 0.0245 -0.0014 0.1104
H -0.932533 -5.027249 2.539359 0.0129 -0.0057 -0.0075 0.1152
H 0.882981 -4.694192 0.845642 -0.0132 -0.0020 -0.0087 0.1175
H -1.471586 -0.797607 2.503860 -0.0331 -0.0075 -0.0496 0.1023
H 2.091301 4.315065 -2.114378 0.0007 -0.0088 0.0019 0.1180
H 0.064432 5.778950 -2.051844 0.0017 0.0015 0.0067 0.1155
H -2.135034 4.692620 -1.473277 -0.0118 -0.0211 0.0260 0.1099
H -2.139305 2.350831 -0.803831 0.0174 0.0054 0.0459 0.1047
H 4.626374 1.212027 -3.150005 0.0399 -0.0004 0.0134 0.1172
H 6.365734 -0.520588 -3.633080 0.0157 0.0022 0.0224 0.1081
H 6.162846 -2.781346 -2.703900 -0.0136 -0.0059 -0.0331 0.1080
H 4.165213 -3.427810 -1.354074 0.0083 0.0009 -0.0059 0.1170
C -2.763457 2.636790 2.378727 -0.0423 -0.0461 0.0304 -0.0167
C -4.018199 2.154431 2.046166 0.0269 -0.0251 -0.0197 -0.0216
C -4.113811 1.064769 1.195557 -0.0607 0.0337 0.0091 0.0126
C -2.956339 0.479258 0.706066 0.0095 -0.0490 0.0069 -0.2049
N -1.741713 0.965006 1.018057 -0.2359 -0.0331 -0.1582 0.0063
C -1.654195 2.022995 1.827106 0.0947 -0.0206 0.1517 -0.1057
C -2.968003 -0.724215 -0.167562 0.0350 -0.0386 0.0282 -0.2071
C -4.053671 -1.587250 -0.234576 -0.0615 0.0516 0.0029 0.0059
C -3.935988 -2.750012 -0.976956 0.0350 -0.0034 -0.0164 -0.0328
C -2.741111 -3.010679 -1.627746 -0.0152 0.0066 0.0110 -0.0241
C -1.718082 -2.082151 -1.526747 0.0577 0.0255 -0.0849 -0.1138
N -1.825988 -0.966521 -0.814440 -0.0973 0.1882 -0.0893 0.0793
H -2.641221 3.473779 3.050806 0.0215 0.0272 -0.0380 0.1192
H -4.911589 2.619528 2.440683 -0.0027 -0.0007 -0.0088 0.1211
H -5.081695 0.683523 0.904826 0.0027 -0.0070 0.0057 0.1167
H -0.651583 2.374959 2.032386 0.0130 -0.0040 -0.0524 0.1169
H -4.964367 -1.372056 0.305584 0.0000 -0.0316 0.0080 0.1128
H -4.758147 -3.450525 -1.033370 -0.0091 0.0100 0.0091 0.1182
H -2.595038 -3.918983 -2.194890 -0.0078 0.0164 -0.0270 0.1158
H -0.766917 -2.238508 -2.022099 0.0049 0.0150 0.0088 0.1156
C 2.137899 1.270616 4.296347 -0.0515 -0.0105 -0.0095 -0.0695
C 1.143479 0.575662 3.389749 0.0934 0.0300 0.0332 -0.3033
O 1.221346 1.056728 2.041210 0.0895 0.1562 -0.0022 -0.1232
H 1.966132 0.980146 5.333294 0.0341 -0.0135 -0.0005 0.0833
H 2.035677 2.353330 4.220095 0.0022 0.0004 0.0127 0.0821
H 3.162317 0.995731 4.037973 0.0043 0.0254 -0.0076 0.0819
H 0.123186 0.777103 3.720270 -0.0183 -0.0209 -0.0370 0.1039
H 1.295936 -0.506704 3.405053 -0.0429 -0.0113 0.0036 0.1105
H 2.145570 1.011100 1.768827 -0.0319 0.0058 -0.0970 0.0982
N -0.805289 0.357202 -3.395064 0.0762 -0.0423 -0.1792 0.0397
H -0.534632 -0.469500 -3.917382 -0.0120 0.0312 -0.0622 0.0202
H -0.319347 1.136072 -3.827848 -0.0086 -0.0010 -0.0105 0.0243
H -1.794733 0.496903 -3.569600 0.0051 0.0134 -0.0267 0.0222
```
Positions in Å, forces in eV/Å.

## Properties
Total energy, a.u.: -3056.5858
2S+1: 2
Total charge: +1
HOMO-LUMO gap (spin up / spin down), eV: 7.28 / 7.30
LUMO energy (spin up / spin down), eV: -3.09 / -3.07
ΔE to the lowest compared entry with this formula, charge and spin, kJ/mol: 0.0

=====

Q: Look up the ΔE to the lowest compared entry with this formula, charge and spin of the first one.
A: 0.0 kJ/mol